126
Properties=species:S:1:pos:R:3:forces:R:3 method="wB97M-V/def2-TZVPD" total_energy_ev=-223737.9966 multiplicity=3 total_charge=+1 fmax_ha_per_bohr=0.07831 e_above_lowest_kj_mol=22.8
W -1.237 1.764 0.134 -2.5 3.2 0.1
N -3.426 1.563 1.298 0.4 -0.2 -0.4
C -4.220 2.789 1.228 0.0 0.2 0.0
C -3.321 3.922 0.754 -0.2 -0.2 0.2
O -3.595 5.087 0.845 0.0 0.0 0.0
O -2.228 3.452 0.201 0.2 0.8 -0.2
H -3.940 0.760 0.950 0.0 -0.1 0.0
H -3.126 1.368 2.248 0.0 -0.1 0.0
H -4.677 3.065 2.176 0.0 -0.1 0.0
H -5.014 2.681 0.489 0.0 0.0 0.0
C -3.065 -4.170 4.581 -0.1 0.0 0.0
C -1.814 -3.367 4.361 0.0 0.1 0.0
C -1.658 -2.117 4.944 0.1 0.0 0.0
C -0.470 -1.400 4.824 0.0 -0.1 -0.1
C -0.279 -0.117 5.587 0.0 0.0 0.0
C 0.566 -1.942 4.048 -0.1 0.1 0.2
C 0.427 -3.201 3.451 0.1 0.1 0.0
C 1.565 -3.818 2.686 0.0 0.0 -0.1
C -0.761 -3.890 3.619 -0.1 -0.1 0.0
C 1.837 -1.182 3.920 0.0 0.2 -0.2
C 2.925 -1.450 4.740 0.1 0.0 0.0
C 4.086 -0.698 4.625 0.0 -0.1 0.1
C 4.172 0.334 3.709 0.0 0.2 -0.1
C 3.103 0.633 2.873 -0.4 0.0 -0.1
C 1.945 -0.145 2.986 -0.1 -0.7 0.0
Ge 0.411 0.309 1.854 0.2 0.2 0.1
S -0.538 2.176 2.429 0.1 -0.2 0.3
S -1.575 -0.590 0.839 1.2 -0.7 0.6
Ge -0.968 -0.394 -1.401 0.1 -0.4 0.2
S -2.348 1.129 -2.003 0.2 -0.2 -0.2
S 1.023 0.860 -0.288 -0.6 -1.4 -0.8
C -0.995 -1.999 -2.491 0.0 0.3 0.4
C 0.115 -2.258 -3.265 0.5 0.1 -0.2
C 0.086 -3.334 -4.144 -0.1 -0.1 -0.1
C -1.053 -4.126 -4.230 -0.1 0.2 0.1
C -2.174 -3.827 -3.459 0.2 0.1 -0.1
C -2.169 -2.743 -2.584 -0.1 -0.4 0.0
C -3.381 -2.390 -1.791 0.0 0.1 0.0
C -3.504 -2.796 -0.464 0.0 0.0 -0.1
C -2.483 -3.678 0.192 0.0 -0.2 0.0
C -4.610 -2.368 0.270 0.0 0.1 0.0
C -5.589 -1.563 -0.289 0.0 0.0 0.0
C -6.786 -1.128 0.509 0.0 0.0 0.0
C -5.459 -1.196 -1.626 0.1 0.0 -0.1
C -4.376 -1.601 -2.390 -0.1 -0.1 0.0
C -4.282 -1.217 -3.840 0.0 0.0 0.0
C 1.283 -1.328 -3.207 0.0 0.0 -0.3
C 2.321 -1.516 -2.295 0.0 -0.2 -0.1
C 2.263 -2.585 -1.235 0.0 0.0 0.0
C 3.440 -0.694 -2.366 0.0 -0.5 -0.4
C 3.548 0.314 -3.305 -0.2 0.1 -0.2
C 4.804 1.126 -3.447 0.1 -0.1 0.0
C 2.470 0.533 -4.166 0.0 -0.1 0.1
C 1.341 -0.278 -4.145 0.1 0.1 0.2
C 0.220 -0.029 -5.118 0.0 -0.1 -0.1
C 3.158 1.757 1.891 0.5 0.0 -0.1
C 2.689 3.027 2.242 0.1 0.0 0.0
C 2.237 3.342 3.640 0.0 0.0 0.0
C 2.725 4.036 1.285 0.0 0.0 -0.1
C 3.252 3.828 0.017 0.0 0.0 0.0
C 3.329 4.956 -0.974 0.0 0.0 0.0
C 3.765 2.573 -0.291 0.1 0.0 0.0
C 3.736 1.535 0.629 0.1 0.0 0.3
C 4.312 0.188 0.277 0.3 0.4 0.2
H -3.865 -3.553 4.987 0.0 0.0 0.0
H -2.875 -4.978 5.289 0.0 0.0 0.0
H -3.414 -4.632 3.656 0.0 0.0 0.0
H -2.457 -1.709 5.553 0.0 0.0 0.0
H -1.183 0.140 6.137 0.0 0.0 0.0
H -0.035 0.722 4.933 0.0 0.0 0.0
H 0.540 -0.216 6.302 0.0 0.0 0.0
H 2.022 -3.106 1.993 0.0 0.0 0.0
H 1.229 -4.687 2.121 0.0 0.0 0.0
H 2.356 -4.143 3.365 0.0 0.0 0.0
H -0.862 -4.874 3.174 0.0 0.0 0.0
H 2.858 -2.241 5.477 0.0 0.0 0.0
H 4.931 -0.913 5.266 0.0 0.0 0.0
H 5.075 0.929 3.636 0.0 0.0 0.0
H 0.954 -3.542 -4.758 0.0 0.0 0.0
H -1.079 -4.963 -4.915 0.0 0.0 0.0
H -3.073 -4.427 -3.538 0.0 0.0 0.0
H -1.589 -3.806 -0.414 0.0 0.0 0.0
H -2.902 -4.670 0.380 0.0 0.0 0.0
H -2.182 -3.254 1.147 0.0 -0.1 0.2
H -4.702 -2.672 1.305 0.0 -0.1 0.1
H -6.629 -1.282 1.577 0.0 0.0 0.0
H -7.670 -1.698 0.218 0.0 0.0 0.0
H -7.015 -0.075 0.342 0.0 0.0 0.0
H -6.225 -0.580 -2.085 0.0 0.0 0.0
H -5.035 -0.472 -4.093 0.0 0.0 0.0
H -4.438 -2.087 -4.481 0.0 0.0 0.0
H -3.301 -0.806 -4.084 0.0 0.0 0.0
H 1.412 -3.251 -1.366 0.0 0.0 0.0
H 2.181 -2.120 -0.245 0.0 -0.1 -0.1
H 3.171 -3.188 -1.236 0.0 0.0 0.0
H 4.258 -0.868 -1.677 -0.4 -0.6 -0.9
H 5.460 1.016 -2.579 0.0 0.0 -0.1
H 4.582 2.185 -3.583 0.0 0.0 0.0
H 5.365 0.797 -4.324 0.0 0.0 0.0
H 2.529 1.334 -4.897 0.0 0.0 0.0
H 0.334 0.944 -5.594 0.0 0.0 0.0
H -0.758 -0.058 -4.634 0.0 0.0 0.0
H 0.208 -0.786 -5.905 0.0 0.0 0.0
H 1.786 2.483 4.134 0.0 0.0 0.0
H 1.511 4.153 3.640 0.0 0.0 0.0
H 3.093 3.656 4.243 0.0 0.0 0.0
H 2.346 5.018 1.547 0.0 0.0 0.0
H 2.452 5.600 -0.904 0.1 0.0 0.0
H 3.403 4.580 -1.996 0.0 0.0 0.0
H 4.209 5.574 -0.786 0.0 0.0 0.0
H 4.198 2.398 -1.271 0.0 0.0 0.1
H 4.633 0.173 -0.768 0.2 0.6 1.1
H 3.581 -0.612 0.424 0.1 0.1 0.0
H 5.176 -0.048 0.901 0.0 0.0 0.1
C 1.448 4.206 -4.305 0.0 0.0 0.0
N 0.744 4.139 -3.037 0.0 0.0 0.0
C 0.276 5.198 -2.297 -0.1 0.0 0.0
C -0.338 4.669 -1.207 0.0 0.0 0.0
N -0.246 3.296 -1.271 0.2 -0.3 0.1
C 0.407 3.019 -2.387 0.1 -0.1 0.1
H 1.646 5.248 -4.539 0.0 0.0 0.0
H 0.842 3.775 -5.100 0.0 0.0 0.0
H 2.396 3.674 -4.235 0.0 0.0 0.0
H 0.414 6.217 -2.612 0.0 0.0 0.0
H -0.844 5.170 -0.403 0.0 0.0 0.0
H 0.659 2.035 -2.754 0.0 0.1 0.0


132
Properties=species:S:1:pos:R:3:forces:R:3 method="wB97M-V/def2-TZVPD" total_energy_ev=-85658.1588 smiles="Fc1ccccc1.Fc1ccccc1.Fc1ccccc1.Fc1ccccc1.Fc1ccccc1.Fc1ccccc1.CC(C)=O.CC(C)=O.CC(C)=O.CC(C)=O.CC(C)=O.CC(C)=O" fmax_ha_per_bohr=0.02193 e_above_lowest_kj_mol=0.0
F -21.415 18.463 15.806 -0.1 0.0 0.1
C -22.186 18.398 14.699 0.1 -0.2 -0.3
C -23.370 19.098 14.670 0.3 0.3 0.6
C -24.152 19.037 13.534 -0.4 -0.3 -0.4
C -23.752 18.250 12.461 0.2 0.0 -0.1
C -22.542 17.570 12.503 -0.3 0.0 0.0
C -21.757 17.625 13.644 0.3 -0.3 0.0
H -23.593 19.655 15.574 -0.3 0.2 -0.2
H -25.094 19.561 13.436 0.0 0.1 0.3
H -24.377 18.130 11.586 0.0 0.2 0.0
H -22.239 16.993 11.640 0.1 -0.1 0.1
H -20.861 17.024 13.750 0.1 0.2 -0.1
F -16.901 20.016 12.059 -0.1 0.1 0.0
C -16.537 19.736 13.331 0.1 0.2 0.0
C -17.151 18.679 13.972 -0.6 0.3 0.1
C -16.799 18.408 15.283 0.3 0.0 0.1
C -15.770 19.121 15.884 0.1 -0.1 0.2
C -15.110 20.123 15.190 -0.4 0.2 -0.1
C -15.557 20.506 13.925 0.7 -0.5 0.1
H -17.984 18.183 13.491 0.2 -0.2 -0.1
H -17.287 17.626 15.850 -0.1 0.0 -0.1
H -15.490 18.904 16.909 0.1 0.0 -0.1
H -14.258 20.625 15.630 -0.1 0.1 0.1
H -15.044 21.297 13.395 -0.2 0.0 -0.1
F -17.590 23.919 24.531 0.0 0.0 0.0
C -17.008 24.313 23.379 -0.1 -0.2 0.2
C -15.755 24.881 23.428 0.1 0.4 0.1
C -15.192 25.338 22.244 -0.2 -0.2 0.3
C -15.837 25.121 21.033 0.4 0.7 0.4
C -17.072 24.486 21.014 0.1 0.7 -0.3
C -17.697 24.133 22.201 0.1 -0.8 -0.4
H -15.267 25.048 24.379 0.0 -0.1 0.0
H -14.273 25.907 22.305 0.1 -0.1 -0.2
H -15.372 25.609 20.183 -0.3 -0.4 -0.4
H -17.583 24.390 20.063 -0.1 -0.2 0.1
H -18.637 23.594 22.186 -0.1 0.2 0.1
F -20.064 23.577 16.683 0.0 0.0 0.0
C -20.318 23.084 15.445 0.0 0.0 0.1
C -19.240 22.763 14.644 0.1 0.3 -0.2
C -19.485 22.237 13.383 0.0 -0.3 0.1
C -20.787 22.003 12.969 -0.2 0.0 -0.1
C -21.843 22.378 13.781 -0.5 0.0 0.6
C -21.631 22.919 15.051 0.4 -0.5 -0.2
H -18.229 22.981 14.968 0.0 -0.1 0.1
H -18.661 21.951 12.743 0.1 0.1 0.1
H -20.996 21.493 12.038 0.1 0.2 -0.1
H -22.873 22.215 13.484 0.1 -0.1 -0.2
H -22.441 23.075 15.750 0.0 0.3 -0.1
F -17.457 17.619 20.389 -0.2 -0.1 0.0
C -17.987 18.714 19.777 0.2 0.0 0.0
C -18.520 18.582 18.515 -0.1 -0.4 -0.2
C -18.949 19.715 17.835 0.1 -1.0 0.5
C -18.912 20.934 18.484 -0.4 0.4 -0.9
C -18.398 21.047 19.762 -0.1 0.1 -0.1
C -17.922 19.925 20.422 0.2 0.4 0.3
H -18.649 17.600 18.073 0.3 0.0 0.0
H -19.318 19.525 16.837 -0.2 0.6 -0.1
H -19.351 21.766 17.946 0.3 0.3 0.3
H -18.363 22.012 20.249 -0.1 -0.1 0.1
H -17.495 20.033 21.410 0.0 -0.2 0.0
F -16.961 16.124 26.999 0.0 0.1 0.0
C -17.797 16.465 26.001 -0.1 -0.3 -0.3
C -19.125 16.695 26.283 0.1 0.2 0.7
C -19.983 17.017 25.255 -0.1 0.1 -0.2
C -19.510 17.082 23.957 0.0 0.8 -0.4
C -18.162 16.888 23.681 -0.6 -0.3 0.1
C -17.311 16.529 24.711 0.7 0.0 -0.1
H -19.455 16.712 27.316 0.0 -0.2 0.0
H -21.007 17.280 25.483 -0.1 -0.1 0.0
H -20.150 17.456 23.165 -0.1 -0.3 0.0
H -17.827 17.002 22.660 0.2 -0.1 0.0
H -16.263 16.313 24.531 -0.1 0.1 0.0
C -24.800 20.980 19.920 0.7 -0.3 -0.6
C -23.416 21.598 19.817 -0.2 -0.4 0.1
C -22.247 20.670 19.558 0.4 0.7 0.4
O -23.234 22.777 20.006 -0.1 0.2 0.0
H -25.574 21.669 19.600 -0.1 0.2 0.3
H -24.910 20.654 20.956 -0.3 0.1 0.0
H -24.830 20.090 19.288 -0.1 0.0 0.1
H -21.373 21.242 19.873 0.1 -0.2 -0.2
H -22.135 20.434 18.500 -0.2 -0.1 0.0
H -22.271 19.755 20.150 -0.3 -0.1 -0.1
C -21.498 24.124 22.499 -0.2 -0.3 0.0
C -21.333 22.629 22.640 0.2 -0.1 -0.3
C -22.451 21.833 23.275 0.8 -0.6 0.0
O -20.347 22.060 22.209 -0.3 0.3 0.2
H -22.553 24.387 22.546 0.0 0.1 -0.1
H -21.067 24.406 21.542 0.0 0.2 0.0
H -20.982 24.642 23.310 0.1 -0.1 0.0
H -22.057 20.826 23.427 -0.1 0.0 0.1
H -23.280 21.747 22.574 -0.2 0.3 0.1
H -22.752 22.245 24.236 -0.3 0.2 -0.1
C -14.307 15.308 20.232 0.6 0.2 -0.4
C -13.540 16.613 20.204 0.0 0.2 0.0
C -13.941 17.676 19.205 -0.5 0.3 0.2
O -12.649 16.842 20.990 0.0 -0.2 0.0
H -14.495 15.024 21.263 -0.3 0.0 0.0
H -13.652 14.540 19.808 0.0 0.0 0.0
H -15.184 15.392 19.596 -0.3 -0.2 0.3
H -15.000 17.639 18.939 0.0 -0.2 0.0
H -13.370 17.675 18.277 0.2 -0.2 0.1
H -13.774 18.627 19.705 0.2 0.1 -0.2
C -13.885 23.559 16.276 0.1 0.2 0.5
C -15.379 23.435 16.173 0.0 -0.7 -0.3
C -16.148 22.924 17.372 0.1 0.2 -0.3
O -15.947 23.578 15.113 -0.1 0.3 -0.1
H -13.640 24.122 17.182 0.2 0.0 -0.1
H -13.435 24.021 15.402 -0.2 0.1 -0.1
H -13.453 22.564 16.404 -0.1 0.0 0.1
H -15.821 21.899 17.570 0.0 0.0 0.1
H -17.196 22.915 17.084 -0.1 0.0 0.3
H -15.981 23.519 18.273 0.0 0.0 0.0
C -19.270 14.327 19.098 0.7 -0.1 0.0
C -19.805 14.865 17.803 -0.3 0.8 0.3
C -21.292 15.104 17.739 -0.4 0.0 -0.4
O -19.085 15.256 16.915 0.2 -0.3 -0.2
H -19.677 14.909 19.926 -0.1 -0.1 0.0
H -18.185 14.436 19.100 0.0 -0.1 0.0
H -19.512 13.276 19.257 -0.2 0.0 0.0
H -21.738 15.199 18.727 0.0 -0.1 0.0
H -21.807 14.308 17.195 0.1 -0.1 0.1
H -21.484 16.011 17.164 0.1 0.0 0.1
C -12.367 22.293 19.906 0.4 0.0 -0.3
C -13.526 21.471 19.420 -0.7 -0.1 0.5
C -14.665 21.274 20.399 0.7 -0.2 0.6
O -13.577 20.945 18.336 0.4 0.0 -0.6
H -11.817 21.732 20.666 -0.2 0.0 0.2
H -12.718 23.231 20.339 0.0 0.0 0.1
H -11.653 22.491 19.107 -0.2 0.0 -0.1
H -14.209 21.115 21.384 -0.2 0.1 0.0
H -15.230 20.382 20.153 -0.2 0.1 -0.2
H -15.307 22.152 20.487 0.0 0.0 -0.2